## 1
C3H4N4 | ωB97M-V/def2-TZVPD

Its spin multiplicity is 1. Its HOMO energy is -9.9 eV. As for the SMILES: C1Cn2nnnc21. The LUMO energy is 0.44 eV.

CARTESIAN COORDINATES (ANGSTROEM)
C (1.115, 0.302, 0.392)
C (0.649, -0.485, -1.020)
N (-0.675, 0.016, -0.455)
N (-2.080, -0.070, -0.352)
N (-2.243, 0.515, 0.895)
N (-1.163, 0.538, 1.608)
C (-0.196, 0.329, 0.747)
H (1.623, -0.392, 0.858)
H (1.865, 1.184, 0.156)
H (0.511, -1.600, -0.655)
H (0.594, -0.337, -2.175)

=====

## 2
C3H4N4 | ωB97M-V/def2-TZVPD

Its spin multiplicity is 1. Its HOMO energy is -10.3 eV. The LUMO energy is 0.61 eV.

CARTESIAN COORDINATES (ANGSTROEM)
C (-0.046, 0.254, 1.217)
C (0.999, 0.509, 0.161)
C (-0.868, -0.500, 0.100)
H (0.388, -0.371, 2.035)
H (-0.243, 1.213, 1.828)
H (2.199, 0.111, 0.231)
H (1.055, 1.554, -0.294)
N (0.079, -0.219, -0.704)
N (-0.291, -0.440, -2.100)
N (-1.401, -0.965, -1.919)
N (-1.870, -1.146, -0.556)

=====

Most favorable structure: 2. The second most favorable one is 0.0350 hartree above it.

=====

## 1
C8H16O2Si | ωB97M-V/def2-TZVPD

Its spin multiplicity is 1. Its HOMO energy is -8.2 eV. As for the SMILES: C=C(/C=C/OC)O[Si](C)(C)C. The LUMO energy is 0.74 eV.

CARTESIAN COORDINATES (ANGSTROEM)
C (-1.365, -2.433, -0.731)
C (-0.701, -1.254, -1.007)
C (0.599, -1.193, -1.528)
C (1.295, -0.105, -1.908)
O (2.693, -0.023, -2.073)
C (3.235, 1.295, -2.392)
O (-1.126, 0.063, -0.622)
Si (-1.006, 0.261, 0.996)
C (-2.536, -0.602, 1.934)
C (-1.296, 2.008, 1.506)
C (0.724, 0.023, 1.630)
H (-2.321, -2.514, -0.237)
H (-0.976, -3.415, -1.088)
H (1.161, -2.151, -1.517)
H (0.781, 0.792, -2.197)
H (4.174, 1.270, -2.944)
H (2.510, 1.998, -2.828)
H (3.626, 1.724, -1.417)
H (-2.646, -0.340, 2.999)
H (-3.431, -0.159, 1.506)
H (-2.471, -1.667, 1.756)
H (-0.455, 2.740, 1.397)
H (-1.480, 1.826, 2.567)
H (-2.228, 2.441, 1.132)
H (1.541, 0.547, 1.208)
H (0.787, -1.013, 1.183)
H (0.911, -0.120, 2.675)

=====

## 2
C8H16O2Si | ωB97M-V/def2-TZVPD

Its spin multiplicity is 1. Its HOMO energy is -8.1 eV. As for the SMILES: C=C(/C=C/OC)O[Si](C)(C)C. The LUMO energy is 0.83 eV.

CARTESIAN COORDINATES (ANGSTROEM)
C (-1.374, 0.656, -1.212)
C (-0.709, 0.574, -0.038)
C (-1.514, 0.835, 1.142)
C (-0.997, 0.763, 2.380)
O (-1.661, 0.754, 3.604)
C (-3.018, 0.400, 3.429)
O (0.624, 0.295, 0.122)
Si (1.551, -0.418, -1.078)
C (0.540, -1.938, -1.599)
C (3.263, -0.774, -0.458)
C (1.799, 0.884, -2.393)
H (-0.880, 0.483, -2.128)
H (-2.417, 0.849, -1.269)
H (-2.585, 0.883, 0.996)
H (0.070, 0.789, 2.476)
H (-3.485, 0.143, 4.379)
H (-3.098, -0.481, 2.783)
H (-3.536, 1.236, 2.962)
H (-0.481, -1.926, -1.220)
H (0.484, -2.025, -2.684)
H (1.034, -2.824, -1.231)
H (3.568, -1.759, -0.807)
H (4.027, -0.101, -0.848)
H (3.296, -0.735, 0.624)
H (2.715, 1.441, -2.171)
H (0.942, 1.554, -2.372)
H (1.842, 0.441, -3.389)

=====

Most favorable structure: 2. The second most favorable one is 0.0487 hartree above it.

=====

## 1
C6H14NO | ωB97M-V/def2-TZVPD

Its net charge is -1. Its spin multiplicity is 1. Its HOMO energy is -3.2 eV. The LUMO energy is 4.18 eV.

CARTESIAN COORDINATES (ANGSTROEM)
C (1.676, 0.635, -1.964)
C (0.807, -0.392, -2.143)
N (0.366, -1.299, -1.230)
C (-0.905, -1.907, -1.569)
H (2.358, 0.614, -1.121)
H (1.833, 1.344, -2.764)
H (0.273, -0.418, -3.097)
H (0.459, -1.115, -0.103)
H (-1.215, -2.547, -0.742)
H (-1.730, -1.196, -1.721)
H (-0.814, -2.540, -2.464)
C (-0.798, -0.382, 1.594)
O (0.351, -1.060, 1.314)
C (-0.643, 1.151, 1.351)
C (0.505, 1.748, 2.120)
H (-1.109, -0.470, 2.657)
H (-1.678, -0.719, 0.991)
H (-1.610, 1.619, 1.605)
H (-0.532, 1.236, 0.262)
H (0.548, 2.839, 2.057)
H (1.458, 1.344, 1.779)
H (0.401, 1.513, 3.188)

=====

## 2
C6H14NO | ωB97M-V/def2-TZVPD

Its net charge is -1. Its spin multiplicity is 1. Its HOMO energy is -2.2 eV. As for the SMILES: CCCN(C)CC[O-]. The LUMO energy is 3.39 eV.

CARTESIAN COORDINATES (ANGSTROEM)
C (-1.759, -2.638, -0.535)
C (-0.425, -1.894, -0.697)
C (-0.227, -0.776, 0.345)
N (0.470, 0.370, -0.146)
C (-0.358, 1.274, -0.906)
C (1.508, 0.970, 0.714)
C (1.443, 2.473, 1.074)
O (2.513, 2.827, 1.806)
H (-2.562, -2.094, -1.054)
H (-1.766, -3.639, -0.978)
H (-2.022, -2.673, 0.518)
H (0.399, -2.608, -0.651)
H (-0.355, -1.454, -1.695)
H (0.318, -1.195, 1.189)
H (-1.221, -0.535, 0.781)
H (-1.302, 0.801, -1.187)
H (0.123, 1.607, -1.839)
H (-0.632, 2.180, -0.350)
H (2.501, 0.879, 0.271)
H (1.544, 0.417, 1.656)
H (0.474, 2.676, 1.579)
H (1.336, 3.032, 0.102)

=====

Most favorable structure: 1. The second most favorable one is 0.0220 hartree above it.

=====

## 1
C6H14NO | ωB97M-V/def2-TZVPD

Its net charge is -1. Its spin multiplicity is 1. Its HOMO energy is -2.1 eV. As for the SMILES: CCCN(C)CC[O-]. The LUMO energy is 3.37 eV.

CARTESIAN COORDINATES (ANGSTROEM)
C (2.009, 2.277, -1.234)
C (1.122, 1.108, -1.206)
C (0.527, 0.614, 0.149)
N (-0.627, -0.277, 0.078)
C (-0.366, -1.477, -0.735)
C (-0.853, -0.714, 1.442)
C (-2.321, -1.375, 1.594)
O (-2.604, -1.856, 2.754)
H (2.966, 2.088, -0.583)
H (2.341, 2.321, -2.316)
H (1.525, 3.105, -0.888)
H (0.387, 1.338, -1.927)
H (1.687, 0.196, -1.687)
H (0.021, 1.508, 0.656)
H (1.386, 0.283, 0.889)
H (-0.343, -1.005, -1.827)
H (-1.094, -2.245, -0.582)
H (0.629, -1.959, -0.679)
H (-0.985, 0.165, 2.125)
H (-0.050, -1.413, 1.797)
H (-2.386, -2.215, 0.917)
H (-2.971, -0.467, 1.263)

=====

## 2
C6H14NO | ωB97M-V/def2-TZVPD

Its net charge is -1. Its spin multiplicity is 1. Its HOMO energy is -2.7 eV. The LUMO energy is 4.03 eV.

CARTESIAN COORDINATES (ANGSTROEM)
C (0.264, -0.357, -2.066)
O (-0.455, -0.012, -0.975)
C (0.891, -1.749, -1.929)
N (1.683, -2.165, -3.102)
H (-0.333, -0.365, -3.014)
H (1.119, 0.331, -2.285)
H (1.531, -1.734, -1.045)
H (0.085, -2.458, -1.690)
H (2.386, -2.847, -2.851)
H (1.085, -2.590, -3.800)
C (-1.325, -0.075, 1.929)
C (-0.561, 1.213, 2.069)
C (0.355, 1.390, 3.018)
C (-0.851, 2.236, 1.015)
H (-2.402, 0.114, 1.995)
H (-1.060, -0.768, 2.730)
H (-1.081, -0.495, 0.945)
H (0.920, 2.316, 3.077)
H (0.579, 0.617, 3.742)
H (-0.251, 3.141, 1.153)
H (-1.910, 2.508, 1.047)
H (-0.666, 1.746, 0.039)

=====

## 3
C6H14NO | ωB97M-V/def2-TZVPD

Its net charge is -1. Its spin multiplicity is 1. Its HOMO energy is -1.2 eV. The LUMO energy is 3.20 eV.

CARTESIAN COORDINATES (ANGSTROEM)
C (1.104, -3.050, 2.890)
C (0.220, -2.204, 2.003)
N (0.971, -0.963, 1.818)
C (0.312, -0.091, 0.876)
C (0.542, -0.440, -0.632)
C (-2.004, 2.752, -1.685)
C (-0.708, 2.611, -2.311)
O (-0.346, 1.710, -3.072)
H (1.181, -2.662, 3.902)
H (2.037, -3.158, 2.338)
H (0.719, -4.082, 2.900)
H (-0.001, -2.710, 1.059)
H (-0.795, -2.062, 2.438)
H (0.811, 0.887, 0.922)
H (-0.783, 0.112, 0.992)
H (-0.215, -0.914, -1.261)
H (0.898, 0.444, -1.190)
H (1.488, -0.971, -0.768)
H (-2.943, 2.241, -1.926)
H (-2.133, 3.659, -1.093)
H (-1.147, 1.984, -1.174)
H (-0.117, 3.554, -2.363)

=====

## 4
C6H14NO | ωB97M-V/def2-TZVPD

Its net charge is -1. Its spin multiplicity is 1. Its HOMO energy is -2.2 eV. As for the SMILES: CCNCCCC[O-]. The LUMO energy is 3.57 eV.

CARTESIAN COORDINATES (ANGSTROEM)
C (-2.711, 2.381, 0.311)
C (-1.241, 1.883, 0.290)
N (-1.156, 0.681, -0.560)
C (0.190, 0.080, -0.604)
C (0.350, -1.045, 0.412)
C (1.785, -1.627, 0.586)
C (2.402, -2.222, -0.695)
O (2.202, -1.412, -1.769)
H (-3.184, 1.854, -0.521)
H (-2.750, 3.439, 0.091)
H (-3.210, 2.197, 1.268)
H (-0.792, 1.742, 1.282)
H (-0.651, 2.611, -0.267)
H (-1.890, 0.026, -0.257)
H (0.893, 0.892, -0.353)
H (0.437, -0.253, -1.602)
H (-0.294, -1.850, 0.062)
H (0.095, -0.677, 1.407)
H (1.713, -2.314, 1.443)
H (2.355, -0.731, 0.828)
H (1.957, -3.259, -0.781)
H (3.501, -2.395, -0.570)

=====

Most favorable structure: 2. The second most favorable one is 0.0087 hartree above it.

=====

## 1
C6H14NO | ωB97M-V/def2-TZVPD

Its net charge is -1. Its spin multiplicity is 1. Its HOMO energy is -2.4 eV. The LUMO energy is 3.90 eV.

CARTESIAN COORDINATES (ANGSTROEM)
C (0.363, -1.500, 0.283)
O (-0.098, -1.564, -0.979)
C (0.881, -2.814, 0.906)
N (1.555, -2.605, 2.222)
H (1.221, -0.793, 0.438)
H (-0.427, -1.143, 0.996)
H (0.031, -3.492, 1.041)
H (1.577, -3.294, 0.211)
H (1.218, -3.256, 2.918)
H (2.537, -2.809, 2.086)
C (0.563, 1.507, -1.106)
C (-0.887, 1.849, -0.959)
C (-1.842, 1.038, -1.413)
C (-1.216, 3.095, -0.175)
H (1.050, 2.033, -1.935)
H (0.682, 0.426, -1.271)
H (1.136, 1.761, -0.209)
H (-2.898, 1.246, -1.290)
H (-1.536, 0.085, -1.831)
H (-2.295, 3.264, -0.183)
H (-0.721, 3.967, -0.613)
H (-0.894, 3.000, 0.864)

=====

## 2
C6H14NO | ωB97M-V/def2-TZVPD

Its net charge is -1. Its spin multiplicity is 1. Its HOMO energy is -2.5 eV. The LUMO energy is 3.15 eV.

CARTESIAN COORDINATES (ANGSTROEM)
C (-0.093, -1.994, 0.313)
O (0.252, -1.681, 2.141)
C (-0.280, -1.116, -0.931)
C (0.880, -0.148, -1.063)
C (1.175, 0.584, 0.278)
C (-0.018, 1.346, 1.076)
C (-0.817, 2.366, 0.337)
N (-0.546, -1.627, -2.285)
H (1.025, -2.012, 0.342)
H (-0.358, -3.034, -0.031)
H (-1.128, -0.479, -0.575)
H (1.770, -0.620, -1.480)
H (0.611, 0.498, -1.924)
H (2.107, 1.119, 0.239)
H (1.336, -0.231, 1.045)
H (0.357, 1.888, 1.957)
H (-0.653, 0.534, 1.510)
H (-1.440, 2.928, 1.082)
H (-0.284, 3.120, -0.109)
H (-1.369, 1.841, -0.467)
H (-1.570, -1.695, -2.382)
H (-0.959, -1.583, 0.929)

=====

Most favorable structure: 1. The second most favorable one is 0.2267 hartree above it.